No. 1
DFT (ωB97M-V/def2-TZVPD) results for C36H30AsBrFN3O10PSTl as an isolated structure.

## Properties
- HOMO-LUMO gap: 7.18 eV
- Net charge: -2
- Molar mass: 1105.90 g mol⁻¹
- Lowest unoccupied orbital energy: 3.79 eV

```
85
Properties=species:S:1:pos:R:3:forces:R:3
Tl 0.2397 2.4731 -0.2663 0.1 0.3 0.0
C -3.8503 -1.2795 2.6179 0.0 0.0 0.0
C -3.0013 -0.0611 2.8352 0.0 0.1 0.0
C -3.1258 0.7550 3.9528 0.0 -0.1 0.0
C -2.3035 1.8564 4.1065 0.0 0.0 0.0
C -1.3632 2.0831 3.1148 0.0 0.0 0.0
Br -0.1389 3.5298 3.3283 0.0 0.0 0.0
N -1.2307 1.3444 2.0453 0.2 0.1 0.2
C -2.0395 0.3035 1.9026 0.0 0.0 -0.1
H -4.5298 -1.4388 3.4559 0.0 0.0 0.0
H -3.2268 -2.1698 2.5151 0.0 0.0 0.0
H -4.4494 -1.1846 1.7106 0.0 0.0 0.0
H -3.8688 0.5251 4.7087 0.0 0.0 0.0
H -2.3769 2.5132 4.9608 0.0 0.0 0.0
H -1.9130 -0.2620 0.9828 0.0 0.0 0.0
O -1.1071 -1.2628 -3.2856 -0.1 -0.1 -0.1
As -0.1526 0.2575 -3.1805 0.4 0.2 0.0
O -0.6144 1.2751 -4.3648 -0.1 0.0 0.0
O -0.4185 0.6441 -1.5787 -0.2 -0.2 0.2
C 1.6016 -0.5216 -3.5695 -0.1 -0.2 0.0
C 1.5318 -1.6571 -4.3790 0.1 -0.1 0.0
C 2.6773 -2.3010 -4.8214 0.0 0.0 0.0
C 3.9239 -1.8182 -4.4534 0.0 0.0 0.0
C 4.0069 -0.6891 -3.6548 0.0 -0.1 0.0
C 2.8590 -0.0400 -3.2130 0.1 0.1 0.1
S 3.1233 1.4029 -2.1649 -0.2 -0.2 0.1
O 3.0445 0.8708 -0.8015 0.0 0.2 -0.1
O 4.4427 1.8939 -2.5139 0.0 0.0 0.0
O 2.0251 2.3012 -2.4948 0.0 0.0 0.0
H -1.6930 -1.2202 -2.5215 0.0 0.0 0.0
H 0.5640 -2.0477 -4.6626 0.0 0.0 0.0
H 2.5911 -3.1780 -5.4532 0.0 0.0 0.0
H 4.8284 -2.3115 -4.7911 0.0 0.0 0.0
H 4.9646 -0.2748 -3.3692 0.0 0.0 0.0
C 6.0903 0.0471 3.2197 0.0 0.0 0.0
C 5.5184 1.0963 2.5177 0.0 0.0 0.0
C 4.2340 0.9715 2.0004 0.0 0.0 0.0
C 3.5103 -0.2011 2.1872 0.0 0.0 0.0
C 4.0967 -1.2525 2.8912 0.0 0.0 0.1
C 5.3782 -1.1327 3.4043 0.0 0.0 0.0
P 1.8023 -0.2727 1.5160 -0.2 0.0 0.0
C 0.9926 -1.0819 2.9679 0.0 0.0 0.0
C 0.8070 -0.2718 4.0915 0.0 0.0 0.0
C 0.1466 -0.7403 5.2140 0.0 0.0 0.0
C -0.3570 -2.0360 5.2404 0.0 0.0 0.0
C -0.1754 -2.8533 4.1362 0.0 0.0 0.0
C 0.4956 -2.3812 3.0127 0.0 -0.1 0.0
C 1.8924 -1.6628 0.3336 0.1 0.0 -0.1
C 3.0985 -2.1580 -0.1558 0.0 0.0 0.0
C 3.1155 -3.1520 -1.1230 0.0 0.0 0.0
C 1.9267 -3.6653 -1.6197 0.0 0.0 0.0
C 0.7193 -3.1610 -1.1602 0.0 0.0 0.0
C 0.7053 -2.1577 -0.2032 0.0 0.0 0.0
H 7.0939 0.1424 3.6179 0.0 0.0 0.0
H 6.0720 2.0125 2.3541 0.0 0.0 0.0
H 3.7990 1.7708 1.4148 0.0 0.0 0.0
H 3.5368 -2.1693 3.0396 0.0 0.0 0.0
H 5.8202 -1.9594 3.9480 0.0 0.0 0.0
H 1.1703 0.7509 4.0774 0.0 0.0 0.0
H 0.0061 -0.0822 6.0634 0.0 0.0 0.0
H -0.8888 -2.3995 6.1116 0.0 0.0 0.0
H -0.5570 -3.8680 4.1400 0.0 0.0 0.0
H 0.6298 -3.0395 2.1634 0.0 0.0 0.0
H 4.0326 -1.7375 0.1919 0.0 0.0 0.0
H 4.0646 -3.4988 -1.5130 0.0 0.0 0.0
H 1.9405 -4.4214 -2.3951 0.0 0.0 0.0
H -0.2128 -3.5116 -1.5835 0.0 0.0 0.0
H -0.2433 -1.7285 0.0983 0.0 0.0 0.0
F -4.8867 4.7991 -5.4026 0.0 0.0 0.0
C -5.1735 3.8623 -4.4770 -0.1 -0.1 0.1
C -4.2571 3.4563 -3.5862 0.1 0.0 0.0
N -4.5109 2.4861 -2.6538 0.0 0.1 0.1
C -3.4887 2.2237 -1.6339 0.0 -0.1 -0.2
C -3.1779 3.4578 -0.7471 0.1 -0.2 -0.1
O -3.6518 4.5502 -1.0887 -0.1 0.0 0.0
O -2.4204 3.1674 0.2093 0.1 0.1 0.1
C -5.7570 1.9327 -2.5297 0.0 0.1 -0.1
O -6.0811 1.1090 -1.6933 0.0 -0.1 0.1
N -6.6761 2.3745 -3.4743 0.0 -0.1 0.1
C -6.5124 3.3228 -4.4725 0.1 0.1 -0.1
O -7.4259 3.6195 -5.2253 -0.1 0.0 0.0
H -3.2595 3.8689 -3.5683 0.0 0.0 0.0
H -2.5723 1.9034 -2.1363 0.0 0.0 0.0
H -3.8378 1.3994 -1.0216 0.0 0.0 0.0
H -7.5924 1.9601 -3.3963 0.0 0.0 0.0
```
Positions in Å, forces in eV/Å.

***

No. 2
DFT (ωB97M-V/def2-TZVPD) results for C36H30BrF3N5O2PdSSb as an isolated structure in a non-equilibrium geometry.

## Properties
- HOMO-LUMO gap (alpha / beta): 5.74 / 5.39 eV
- Net charge: +2
- Molar mass: 961.81 g mol⁻¹
- Lowest unoccupied orbital energy (alpha / beta): -7.31 / -7.76 eV

```
80
Properties=species:S:1:pos:R:3:forces:R:3
Pd -0.8316 0.0626 0.6779 -1.7 -0.7 -1.2
O -2.2212 -0.6611 6.7799 0.0 0.2 -0.2
C -1.9374 -0.6787 5.4807 0.0 -0.1 0.3
C -1.4834 -1.8007 4.7886 0.0 -0.2 0.1
C -1.2063 -1.6833 3.4479 0.0 -0.1 -0.2
N -1.3599 -0.5383 2.7718 0.3 0.5 -0.4
C -1.8308 0.5094 3.4547 0.0 -0.1 -0.4
Br -2.1305 2.0343 2.3839 -0.2 0.4 0.2
C -2.1307 0.5143 4.7849 -0.1 0.2 0.2
H -2.0988 -1.5183 7.1993 0.0 -0.2 0.1
H -1.3371 -2.7523 5.2906 0.0 0.1 -0.1
H -0.8683 -2.5330 2.8685 0.1 0.0 0.0
H -2.5137 1.3887 5.2971 0.1 -0.1 -0.1
N -1.6353 4.9107 -2.4213 -0.1 -0.3 -0.1
C -1.8686 3.8628 -3.2585 -0.2 0.3 -0.2
O -2.5854 3.9127 -4.2400 0.3 0.0 0.4
C -1.2377 2.5419 -2.8919 -0.2 0.1 0.0
C -0.7336 1.7373 -3.8996 0.1 -0.1 -0.3
C -0.3122 0.4536 -3.5977 0.0 0.0 -0.2
C -0.4167 0.0091 -2.2971 -0.1 0.1 0.0
N -0.9086 0.7834 -1.3213 0.4 -0.2 0.6
C -1.3065 2.0296 -1.6128 0.0 -0.2 0.2
H -2.0170 5.8070 -2.6850 0.0 0.0 0.0
H -0.8727 4.9062 -1.7639 0.1 0.0 -0.1
H -0.6929 2.1215 -4.9153 -0.1 -0.1 0.1
H 0.0681 -0.2104 -4.3651 0.0 0.1 0.1
H -0.1317 -0.9935 -2.0234 0.1 -0.1 0.1
H -1.7369 2.6057 -0.8081 0.0 0.1 0.2
F 4.7428 0.2813 6.0955 0.0 0.0 0.0
C 4.0599 -0.0726 5.0054 0.0 0.0 0.1
C 2.9305 -0.8495 5.1522 -0.2 -0.2 0.1
C 2.2207 -1.2152 4.0121 0.2 0.1 0.0
C 2.6368 -0.7940 2.7523 0.1 0.0 -0.1
C 3.7949 -0.0136 2.6388 -0.1 -0.1 0.3
C 4.5133 0.3484 3.7690 0.1 0.1 -0.3
Sb 1.6055 -1.2704 0.9477 0.9 -0.5 0.3
C 1.7447 0.7678 0.2646 -0.2 0.1 0.2
C 2.2327 1.1690 -0.9853 -0.1 0.1 0.1
C 2.1196 2.4857 -1.3912 0.0 0.0 -0.1
C 1.4899 3.3972 -0.5482 0.1 0.1 -0.3
F 1.3339 4.6632 -0.9761 0.0 0.0 0.0
C 1.0202 3.0636 0.6901 -0.2 -0.1 0.4
C 1.1460 1.7294 1.1042 0.3 0.0 -0.4
C 3.2297 -2.1507 -0.0958 0.1 0.0 0.1
C 3.3246 -2.1204 -1.4879 0.1 -0.1 0.1
C 4.4395 -2.6497 -2.1251 -0.2 0.1 -0.2
C 5.4264 -3.2328 -1.3566 0.1 0.0 -0.1
F 6.5007 -3.7363 -1.9700 0.0 0.0 0.0
C 5.3386 -3.3263 0.0170 -0.1 0.0 0.3
C 4.2261 -2.7856 0.6532 0.1 0.1 -0.3
H 2.6260 -1.1681 6.1442 0.0 0.0 -0.1
H 1.3536 -1.8463 4.1229 -0.1 -0.1 0.0
H 4.1461 0.3111 1.6661 0.0 0.0 0.0
H 5.4174 0.9462 3.7025 -0.1 -0.1 0.0
H 2.7369 0.4618 -1.6317 0.0 0.0 0.0
H 2.5103 2.8218 -2.3470 0.0 0.0 0.1
H 0.5858 3.8276 1.3294 0.1 -0.1 -0.1
H 0.9078 1.4751 2.1287 0.0 0.0 0.2
H 2.5293 -1.6994 -2.0951 0.0 0.0 0.0
H 4.5494 -2.6204 -3.2038 0.0 0.0 0.1
H 6.1308 -3.8151 0.5744 -0.1 0.1 -0.1
H 4.1503 -2.8543 1.7348 0.1 0.1 -0.1
N -4.3294 -0.6058 0.8731 0.1 -0.1 0.1
C -3.7238 -0.9503 -0.2660 -0.2 -0.2 -0.4
S -2.1965 -1.8028 -0.2013 0.1 0.9 0.5
N -4.3576 -0.6419 -1.3872 0.4 -0.1 -0.5
C -3.9840 -0.8373 -2.7759 0.1 0.0 0.3
C -3.4406 -2.0270 -3.2425 -0.1 -0.1 0.1
C -3.1409 -2.1487 -4.5935 0.0 0.0 0.0
C -3.3877 -1.0982 -5.4683 0.0 0.0 0.0
C -3.9629 0.0753 -4.9969 0.0 0.1 0.0
C -4.2684 0.2028 -3.6497 0.0 0.3 0.1
H -4.0291 -1.0670 1.7113 0.1 0.0 0.2
H -5.2514 -0.1978 0.8748 0.0 0.0 0.0
H -5.2078 -0.1107 -1.2739 -0.2 0.0 -0.1
H -3.2988 -2.8694 -2.5789 0.0 0.0 0.0
H -2.7402 -3.0855 -4.9657 0.0 0.1 0.0
H -3.1560 -1.2030 -6.5228 0.0 0.0 0.1
H -4.1755 0.8987 -5.6718 0.0 -0.1 0.1
H -4.7329 1.1186 -3.2814 0.1 -0.2 -0.1
```
Positions in Å, forces in eV/Å.

***

No. 3
DFT (ωB97M-V/def2-TZVPD) results for C36H30N10Sn as an isolated structure.

## Properties
- HOMO-LUMO gap (alpha / beta): 5.79 / 5.21 eV
- Net charge: +4
- Molar mass: 721.42 g mol⁻¹
- Lowest unoccupied orbital energy (alpha / beta): -12.35 / -12.92 eV

```
77
Properties=species:S:1:pos:R:3:forces:R:3
Sn 0.1952 -0.5026 -1.4826 0.0 0.0 -0.1
C 1.9858 1.3498 -3.2370 0.0 0.0 0.0
N 0.6999 0.6349 -3.4748 0.0 0.0 0.0
C 0.8766 -0.3342 -4.6112 0.0 0.0 0.0
C 0.8543 -1.7953 -4.2294 0.0 0.0 0.0
C 1.1634 -2.7682 -5.1653 0.0 0.0 0.0
C 1.0634 -4.1027 -4.8056 0.0 0.0 0.0
C 0.6553 -4.4368 -3.5175 0.0 0.0 0.0
C 0.3687 -3.4206 -2.6369 0.0 0.0 0.0
N 0.4699 -2.1231 -2.9897 0.0 0.0 0.0
C -0.3764 1.5968 -3.8498 0.0 0.1 0.0
C -0.9115 2.5278 -2.7683 -0.1 -0.1 0.0
C -2.0143 3.2417 -3.0199 0.0 0.0 0.0
C -2.7025 3.9866 -1.9824 0.0 0.0 0.1
C -2.2649 3.9497 -0.7217 0.0 0.0 -0.1
C -1.0021 3.2645 -0.4149 0.0 0.0 0.0
N -0.2898 2.5326 -1.4766 0.0 0.1 0.0
C 2.9783 0.4619 -2.5353 0.0 0.0 0.0
C 4.3363 0.5135 -2.7845 0.0 0.0 0.0
C 5.1853 -0.3063 -2.0516 0.0 0.0 0.0
C 4.6509 -1.1591 -1.0951 0.0 0.0 0.0
C 3.2845 -1.1644 -0.9050 0.0 0.0 0.0
N 2.4648 -0.3672 -1.6087 0.0 0.0 0.0
H 2.3907 1.7163 -4.1829 0.0 0.0 0.0
H 1.7854 2.2182 -2.6128 0.0 0.0 0.0
H 0.0770 -0.1694 -5.3350 0.0 0.0 0.0
H 1.8079 -0.1121 -5.1347 0.0 0.0 0.0
H 1.4693 -2.4853 -6.1642 0.0 0.0 0.0
H 1.2982 -4.8779 -5.5233 0.0 0.0 0.0
H 0.5628 -5.4676 -3.2068 0.0 0.0 0.0
H 0.0484 -3.6232 -1.6210 0.0 0.0 0.0
H -0.0317 2.1970 -4.6989 0.0 0.0 0.0
H -1.2142 0.9985 -4.2092 0.0 0.0 0.0
H -2.4627 3.1986 -4.0048 0.0 0.0 0.0
H -3.6084 4.5204 -2.2348 0.0 0.0 0.0
H -2.7846 4.4467 0.0877 0.0 0.0 0.0
H -1.9593 2.5038 1.2411 0.0 0.0 0.0
H 4.7267 1.1806 -3.5415 0.0 0.0 0.0
H 6.2522 -0.2850 -2.2319 0.0 0.0 0.0
H 5.2811 -1.8169 -0.5139 0.0 0.0 0.0
H 2.8220 -1.8265 -0.1817 0.0 0.0 0.0
C 1.4877 3.8489 -0.1947 0.0 0.0 0.0
C 0.2675 3.8254 -1.0092 0.0 0.0 0.0
N -1.0164 2.6242 0.8838 0.0 0.0 0.0
C -0.0905 1.8582 1.4595 0.0 0.0 0.0
C 1.2716 1.8886 1.1309 0.1 0.0 0.0
N 1.9017 2.9158 0.5663 0.0 0.0 0.0
C -0.5986 0.8441 2.4394 0.0 0.0 -0.1
C -0.3501 0.9021 3.8003 0.0 -0.1 0.0
C -0.9013 -0.1128 4.5902 0.0 0.0 0.0
C -1.6247 -1.1178 3.9658 0.0 0.0 0.0
C -1.8154 -1.0873 2.5785 -0.1 0.1 0.0
N -1.3161 -0.1003 1.8369 0.0 0.0 0.0
C -2.6121 -2.1252 1.8766 0.0 -0.1 0.0
C -3.6946 -2.7346 2.4987 0.0 0.0 0.0
N -4.4271 -3.6616 1.8936 0.0 0.0 0.0
C -4.0812 -3.9770 0.6575 0.0 0.0 0.0
C -3.0044 -3.3558 0.0229 0.0 0.0 0.0
N -2.2643 -2.4330 0.6201 0.0 0.0 0.0
C -0.7354 -0.1205 6.0741 0.0 0.0 0.0
C -0.4031 -1.3050 6.7355 0.0 0.0 0.0
C -0.2818 -1.3090 8.1248 0.0 0.0 -0.1
N -0.5050 -0.1511 8.6797 0.0 0.0 0.0
C -0.8195 1.0187 8.1993 0.0 0.0 -0.1
C -0.9404 1.0481 6.8102 0.0 0.0 0.0
H 2.0738 4.7659 -0.2244 0.0 0.0 0.0
H 0.1200 4.6773 -1.6645 0.0 0.0 0.0
H 1.8945 1.0780 1.4910 0.0 0.0 0.0
H 0.2518 1.6938 4.2274 0.0 0.0 0.0
H -2.0575 -1.9201 4.5489 0.0 0.0 0.0
H -4.0060 -2.4605 3.5006 0.0 0.0 0.0
H -4.6675 -4.7357 0.1534 0.0 0.0 0.0
H -2.7492 -3.6224 -0.9964 0.0 0.0 0.0
H -0.2144 -2.2298 6.2073 0.0 0.0 0.0
H -0.0180 -2.1670 8.7348 0.0 0.0 0.0
H -0.9792 1.8593 8.8670 0.0 0.0 0.0
H -1.2268 1.9824 6.3466 0.0 0.0 0.0
```
Positions in Å, forces in eV/Å.

***

Ordered DFT total energy results: -8128.440102, -5453.554486, -2150.228813; unit a.u..
Ordered energy above the lowest of the compared OMol25 structures with the same formula, charge and spin results: 15.4, 48.4, 6.2; unit kcal/mol.